Here is a 9-piece molecular cluster, C54H135N9O18 overall at a distorted geometry from the Open Molecules 2025 dataset. Energies are from the ωB97M-V functional and the def2-TZVPD basis.

```
216
Properties=species:S:1:pos:R:3:forces:R:3:mulliken_charge:R:1
C 5.786 -1.649 -0.825 -0.08 0.60 -0.08 -0.862
O 5.170 -1.112 0.326 -0.34 -0.10 0.12 -0.057
C 5.432 0.279 0.493 -0.05 -0.10 -0.46 -1.417
C 4.355 0.936 1.343 0.24 -0.70 0.22 1.125
N 4.731 0.931 2.757 -0.18 1.05 -0.38 -0.273
C 3.798 1.691 3.577 -0.81 -0.41 1.20 -1.328
C 2.426 1.047 3.777 -0.62 -0.57 -1.15 1.150
O 2.541 -0.143 4.509 0.73 -0.67 0.65 -0.449
C 1.313 -0.780 4.759 -0.42 0.70 0.73 0.336
H 5.249 -1.352 -1.736 0.01 0.21 0.00 0.187
H 5.759 -2.737 -0.813 0.18 0.01 0.40 0.232
H 6.801 -1.244 -0.871 0.20 -0.44 -0.27 0.393
H 5.473 0.806 -0.468 -0.22 -0.29 -0.29 0.470
H 6.440 0.382 0.905 -0.06 0.20 0.36 0.538
H 3.409 0.410 1.202 0.07 -0.10 -0.36 -0.267
H 4.181 1.938 0.949 0.19 0.26 0.45 -0.303
H 4.756 -0.035 3.057 -0.06 0.02 0.28 0.395
H 3.545 2.696 3.229 0.73 -0.04 -0.55 0.354
H 4.233 1.830 4.571 0.09 -0.03 0.02 0.411
H 2.014 0.763 2.792 0.07 0.20 -0.14 -0.354
H 1.639 1.696 4.190 0.60 0.20 0.17 -0.099
H 0.783 -1.051 3.844 -0.02 -0.05 -0.04 0.315
H 0.707 -0.112 5.390 -0.11 -0.09 -0.70 -0.828
H 1.419 -1.640 5.420 0.59 -0.29 -0.41 0.473
C 6.114 4.314 -9.464 -0.20 0.05 0.57 -0.721
O 5.846 4.341 -8.061 0.22 0.59 -0.91 -0.452
C 4.533 3.963 -7.722 0.55 -0.57 0.14 -0.067
C 4.343 2.431 -7.718 -0.91 0.31 -0.63 -0.915
N 3.232 2.110 -6.832 -0.65 -1.34 0.48 0.248
C 3.188 0.697 -6.390 0.83 0.85 0.72 -0.921
C 2.231 0.583 -5.205 0.03 -0.89 -0.04 1.008
O 2.292 -0.705 -4.596 -0.08 0.24 -0.04 -0.127
C 1.905 -1.785 -5.414 0.43 -0.14 0.10 -0.859
H 6.215 3.270 -9.760 0.24 0.05 -0.45 0.278
H 7.002 4.911 -9.660 0.32 -0.38 0.20 0.277
H 5.342 4.805 -10.064 -0.39 -0.17 0.20 0.299
H 3.803 4.425 -8.396 -0.05 0.14 0.11 0.316
H 4.420 4.353 -6.709 -0.40 -0.18 -0.01 0.006
H 5.263 1.915 -7.440 -0.03 0.16 0.39 0.430
H 4.066 2.054 -8.713 0.45 0.19 -0.24 0.387
H 2.336 2.208 -7.307 0.21 0.58 -0.32 -0.169
H 4.201 0.458 -6.056 -0.05 -0.17 0.20 0.457
H 2.953 -0.038 -7.166 -0.22 0.21 -0.23 0.404
H 1.202 0.793 -5.521 -0.06 0.06 -0.13 -0.370
H 2.474 1.260 -4.387 0.19 0.27 -0.24 -0.406
H 2.630 -1.970 -6.213 -0.08 0.07 -0.11 0.355
H 0.911 -1.647 -5.850 -0.06 0.00 0.05 0.190
H 1.932 -2.665 -4.772 -0.28 -0.01 -0.02 0.279
C -5.114 2.755 -0.750 0.08 0.69 -0.61 -0.715
O -4.257 1.888 -1.444 0.35 -0.32 0.16 -0.430
C -2.873 2.237 -1.276 -1.33 -0.38 0.13 0.524
C -2.059 1.205 -1.990 0.40 0.23 -1.03 -0.066
N -2.311 1.258 -3.435 0.50 0.28 -0.28 -0.435
C -1.485 0.237 -4.109 -0.80 -0.16 0.50 0.553
C -1.886 -0.024 -5.552 -0.41 0.03 0.53 -0.585
O -3.165 -0.642 -5.563 -0.12 0.09 0.13 -0.394
C -3.699 -0.742 -6.860 0.65 -0.10 -0.33 -0.781
H -4.990 3.789 -1.105 0.15 0.02 0.02 0.327
H -4.913 2.771 0.325 -0.26 -0.26 0.09 0.192
H -6.134 2.491 -1.023 -0.03 -0.25 0.44 0.259
H -2.638 2.216 -0.207 0.09 0.25 0.05 -0.955
H -2.777 3.244 -1.687 0.57 0.03 0.04 0.757
H -2.253 0.179 -1.653 -0.05 0.11 0.58 0.453
H -1.002 1.427 -1.814 0.06 -0.09 0.03 -0.309
H -3.295 1.039 -3.555 0.03 -0.09 -0.25 0.350
H -1.612 -0.656 -3.485 0.41 -0.57 -0.48 0.933
H -0.431 0.517 -4.072 0.02 0.16 0.06 -0.821
H -1.193 -0.695 -6.068 0.30 0.09 0.08 0.227
H -1.913 0.937 -6.078 -0.04 0.03 -0.17 0.242
H -4.613 -1.330 -6.836 -0.20 0.33 0.18 0.264
H -3.021 -1.276 -7.541 0.16 -0.08 0.12 0.298
H -3.817 0.254 -7.299 -0.44 0.01 0.02 0.302
C 1.997 8.845 0.565 -0.03 0.36 1.29 -0.816
O 2.267 7.559 1.102 -0.64 -0.15 -0.44 -0.440
C 2.299 6.578 0.072 -0.60 0.49 -0.08 -0.896
C 2.348 5.154 0.576 0.21 -0.03 0.54 0.137
N 1.027 4.585 0.876 0.30 0.52 -0.04 -0.049
C 1.101 3.288 1.523 -0.36 -0.57 0.15 0.006
C -0.294 2.749 1.825 0.57 -0.17 -0.09 -0.035
O -0.993 3.565 2.736 0.19 0.23 0.14 -0.594
C -2.261 3.022 3.013 0.02 -0.53 0.87 -0.528
H 1.643 9.428 1.417 0.20 0.17 0.01 0.297
H 1.187 8.928 -0.163 0.09 -0.61 -0.28 0.304
H 2.903 9.324 0.189 0.07 -0.07 -0.26 0.300
H 3.164 6.771 -0.574 -1.98 0.81 1.44 0.226
H 1.431 6.696 -0.587 -0.18 -0.08 0.14 0.220
H 2.973 5.082 1.477 0.27 0.26 0.03 0.148
H 2.846 4.563 -0.197 -0.18 0.54 0.30 0.489
H 0.598 5.242 1.521 -0.28 -0.14 -0.04 0.456
H 1.732 3.226 2.422 -0.24 0.58 0.23 -0.002
H 1.590 2.562 0.866 -0.58 0.14 0.32 -0.097
H -0.198 1.743 2.258 0.02 -0.07 -0.07 -0.114
H -0.854 2.659 0.888 -0.01 0.04 -0.07 -0.308
H -2.634 3.389 3.972 -0.05 0.72 -0.31 0.418
H -2.193 1.955 3.266 0.07 -0.17 -0.65 -0.063
H -2.959 3.196 2.192 -0.14 -0.07 0.05 0.404
C -2.763 -4.684 -0.002 -1.19 -0.62 0.51 -0.595
O -1.546 -5.310 0.324 0.26 -0.17 -1.03 -0.361
C -0.674 -5.150 -0.817 0.36 0.51 0.98 -0.349
C 0.762 -5.491 -0.444 -0.72 -0.03 0.11 -1.054
N 1.248 -4.571 0.568 0.51 0.00 -1.06 0.216
C 2.570 -4.978 1.037 -1.04 0.25 0.71 -0.890
C 3.030 -4.088 2.189 0.30 -0.20 0.12 0.451
O 4.196 -4.657 2.756 0.27 0.23 -0.62 -0.472
C 4.762 -3.870 3.768 1.12 -0.89 0.64 -0.512
H -2.707 -3.594 0.005 0.18 0.09 -0.05 0.089
H -3.534 -5.017 0.700 0.35 0.25 0.41 0.240
H -3.206 -5.029 -0.946 0.53 0.13 -0.35 0.356
H -0.711 -4.076 -1.024 0.11 -0.01 -0.61 0.144
H -1.016 -5.744 -1.666 -0.13 0.00 -0.01 0.488
H 1.385 -5.436 -1.344 -0.02 0.26 -0.03 0.455
H 0.823 -6.550 -0.149 -0.07 0.00 0.30 0.472
H 0.539 -4.313 1.244 0.18 -0.36 0.38 -0.085
H 3.268 -4.911 0.201 0.09 0.01 0.04 0.288
H 2.486 -6.031 1.335 0.54 -0.02 0.30 0.372
H 2.293 -4.005 2.997 -0.39 0.00 -0.26 0.235
H 3.246 -3.077 1.820 -0.05 0.03 -0.03 -0.218
H 4.183 -3.977 4.689 -0.24 0.61 0.01 0.304
H 5.057 -2.851 3.514 -0.83 0.30 -0.28 0.087
H 5.739 -4.305 4.009 -0.14 -0.32 -0.09 0.300
C -0.173 2.739 -9.247 -0.07 0.44 -0.68 -0.972
O 0.273 2.778 -7.907 -0.11 -0.01 -0.34 -0.055
C -0.123 4.023 -7.306 0.02 -0.32 -0.22 -1.138
C 0.052 3.911 -5.793 0.75 -0.30 -1.11 -0.314
N 1.448 4.183 -5.445 -0.93 1.24 0.14 0.040
C 1.574 4.369 -4.011 0.54 -1.14 -0.08 0.030
C 2.946 4.913 -3.666 -0.59 0.53 0.25 -1.329
O 2.959 5.316 -2.291 0.50 -0.12 -1.05 -0.052
C 4.226 5.835 -1.961 0.42 0.05 0.77 -0.881
H 0.021 1.814 -9.789 0.21 -0.37 0.71 0.269
H 0.311 3.504 -9.866 0.05 0.24 0.18 0.335
H -1.250 2.925 -9.302 -0.08 -0.04 0.08 0.321
H -1.133 4.265 -7.654 -0.32 -0.31 0.50 0.696
H 0.469 4.846 -7.720 0.37 -0.07 0.22 0.347
H -0.196 2.891 -5.478 -0.57 0.00 -0.01 -0.008
H -0.638 4.612 -5.328 0.22 0.09 0.28 0.467
H 2.087 3.508 -5.853 0.00 -0.09 0.40 0.250
H 1.469 3.411 -3.481 -0.19 0.04 0.03 -0.071
H 0.755 4.993 -3.657 0.24 0.34 0.03 0.475
H 3.140 5.779 -4.306 0.14 0.05 -0.01 0.523
H 3.722 4.164 -3.851 0.04 -0.09 -0.02 0.377
H 4.964 5.051 -1.766 0.18 -0.04 -0.60 0.250
H 4.076 6.334 -0.997 1.90 -0.97 -1.16 0.610
H 4.565 6.637 -2.622 0.12 -0.37 -0.45 0.458
C -3.618 -3.758 6.616 -0.24 -0.15 -0.97 -0.369
O -4.135 -4.827 5.839 0.31 -0.36 -0.30 -0.137
C -4.385 -6.001 6.592 0.26 0.68 0.96 -0.897
C -4.919 -7.106 5.712 -0.16 0.44 -0.29 -0.547
N -6.374 -7.072 5.700 -0.17 -0.23 0.03 -0.152
C -7.003 -8.097 4.883 -0.90 -0.33 0.47 -0.744
C -7.175 -9.422 5.636 -0.07 -0.12 -0.38 -0.390
O -8.315 -9.528 6.465 -0.03 0.35 0.69 -0.399
C -8.121 -8.923 7.753 0.17 -0.34 -0.80 -0.581
H -3.095 -3.105 5.915 -0.13 0.19 0.05 -0.256
H -2.876 -4.096 7.344 -0.26 -0.05 0.30 0.387
H -4.474 -3.223 7.032 0.30 0.14 0.55 0.276
H -5.093 -5.751 7.395 -0.35 -0.21 -0.15 0.414
H -3.484 -6.267 7.161 0.24 -0.28 -0.42 0.412
H -4.561 -8.075 6.061 -0.14 -0.03 0.09 0.375
H -4.532 -6.959 4.694 0.28 -0.05 0.04 0.277
H -6.713 -6.166 5.404 0.26 0.11 0.01 0.197
H -6.497 -8.314 3.933 0.15 0.18 -0.04 0.362
H -8.018 -7.751 4.672 0.06 0.00 -0.28 0.382
H -6.238 -9.577 6.183 -0.13 -0.42 0.20 0.274
H -7.355 -10.237 4.931 0.48 0.07 -0.20 0.342
H -7.335 -9.479 8.273 0.22 0.28 0.08 0.241
H -9.021 -9.025 8.355 -0.20 0.10 -0.29 0.259
H -7.848 -7.887 7.562 0.06 0.10 0.63 0.240
C -0.264 2.315 5.999 1.12 1.11 0.40 -0.753
O -1.454 1.595 5.975 0.15 -0.28 -0.14 -0.156
C -1.439 0.456 6.815 -0.10 -0.22 0.71 -0.368
C -2.860 -0.093 6.764 0.49 0.15 -0.50 -0.883
N -3.150 -0.436 5.375 -0.15 -0.88 0.69 0.810
C -4.570 -0.376 5.066 0.94 1.27 -0.56 -0.919
C -4.786 -0.751 3.608 -1.00 0.01 0.67 -0.777
O -4.117 0.145 2.759 0.70 0.26 0.50 -0.045
C -4.257 -0.041 1.385 0.05 -0.05 -1.06 -0.097
H -0.028 2.753 6.981 -0.30 -0.32 0.26 0.392
H -0.318 3.193 5.353 -0.33 -0.31 -0.36 0.212
H 0.631 1.748 5.714 -0.43 -0.06 0.08 0.318
H -1.104 0.725 7.825 -0.46 0.26 0.15 0.514
H -0.686 -0.292 6.534 -0.37 0.05 -0.48 0.018
H -3.529 0.695 7.132 -0.07 0.04 0.07 0.340
H -2.995 -0.981 7.386 0.14 0.05 0.15 0.383
H -2.617 0.156 4.755 -0.26 0.24 -0.06 -0.494
H -4.892 0.665 5.232 -0.37 0.00 -0.16 0.480
H -5.177 -0.974 5.747 0.20 -0.41 -0.15 0.445
H -5.867 -0.644 3.455 -0.10 -0.41 -0.36 0.425
H -4.460 -1.788 3.495 -0.03 -0.05 -0.41 0.224
H -3.844 -0.972 0.980 -0.11 -0.36 0.50 0.064
H -3.683 0.719 0.851 -0.06 0.20 0.40 -0.355
H -5.287 0.045 1.023 -0.16 -0.03 0.26 0.504
C -1.500 -2.615 3.241 -0.45 0.48 0.09 -0.829
O -0.610 -2.467 2.161 0.56 -1.33 -0.14 0.318
C -0.749 -1.297 1.415 0.79 1.04 -0.05 0.006
C 0.519 -0.896 0.662 -0.30 -1.37 0.49 0.067
N 0.858 -1.755 -0.476 -0.52 0.27 -0.23 0.492
C 2.130 -1.341 -1.088 -0.59 -0.45 1.44 -0.448
C 2.120 0.087 -1.607 0.46 -0.58 -0.56 -0.036
O 2.049 1.111 -0.614 1.10 -0.62 -0.32 1.303
C 2.445 2.352 -1.156 -1.51 0.62 -0.29 -0.050
H -1.161 -3.350 3.971 0.50 -0.05 -0.25 0.272
H -2.493 -2.959 2.937 -0.09 0.12 -0.27 0.261
H -1.608 -1.654 3.752 -0.14 -0.09 0.10 0.238
H -0.829 -0.476 2.145 -0.75 0.13 -0.18 -0.080
H -1.561 -1.305 0.681 -0.39 -0.16 0.31 -0.210
H 1.319 -0.933 1.417 0.25 0.37 0.00 -0.559
H 0.325 0.136 0.375 0.31 -0.08 -0.24 -0.139
H 1.004 -2.726 -0.150 -0.22 0.59 -0.02 -0.228
H 2.378 -2.076 -1.857 -0.16 0.45 -0.49 0.639
H 2.892 -1.522 -0.322 0.48 0.67 -0.08 -0.035
H 1.305 0.190 -2.331 -0.13 0.11 0.06 -0.982
H 3.054 0.178 -2.176 0.02 0.30 -0.02 0.486
H 1.560 2.727 -1.685 0.27 0.19 -0.35 -0.537
H 3.298 2.367 -1.838 0.19 -0.45 0.11 0.860
H 2.562 3.101 -0.371 0.46 -1.02 -0.38 -1.370
```
Positions in Å, forces in eV/Å.

SMILES string: COCCNCCOC.COCCNCCOC.COCCNCCOC.COCCNCCOC.COCCNCCOC.COCCNCCOC.COCCNCCOC.COCCNCCOC.COCCNCCOC
Strongest force on any atom, eV/Å: 2.58
Energy above the lowest of the compared OMol25 structures with the same formula, charge and spin, kJ/mol: 346.6
Gap between HOMO and LUMO, Eh: 0.312
Total charge: 0